This record from the Open Molecules 2025 dataset describes C28H52AuN2O2Si2 as an isolated structure at a distorted geometry. The level of theory is the ωB97M-V functional and the def2-TZVPD basis.

Output
E_LUMO (spin up / spin down)	-4.259 / -6.574	eV
expectation value of S²	2.024
orbital gap (spin up / spin down)	6.60 / 5.00	eV

```
! wB97M-V def2-TZVPD RIJCOSX def2/J DEFGRID3
* xyz 1 3
O 1.26486 1.93906 -0.65166
O -3.69831 3.61711 -2.45011
C 1.25992 3.04826 0.29618
C 2.67743 3.51222 0.52925
H 0.81838 2.65305 1.23004
H 0.60366 3.86120 -0.07336
H 3.25053 2.73444 1.01516
H 2.72027 4.38777 1.16609
H 3.16009 3.78507 -0.39802
C 0.89149 2.21019 -2.01492
C 0.44039 3.61196 -2.38449
H 0.12790 1.45770 -2.25887
H 1.77204 1.92282 -2.60698
H -0.59038 3.76220 -2.05358
H 0.44473 3.69422 -3.47887
H 1.10352 4.38601 -2.00041
C -3.71807 2.21182 -2.72571
C -4.09970 3.86300 -1.10059
C -3.18127 1.97376 -4.12385
H -4.76725 1.89825 -2.66789
H -3.15025 1.57825 -2.01147
H -3.57587 2.71736 -4.82661
H -3.50146 0.98427 -4.46101
H -2.08071 2.00726 -4.15598
C -4.42712 5.33209 -0.94575
H -3.31538 3.58910 -0.33998
H -4.99283 3.24572 -0.86138
H -3.54572 5.94766 -1.12474
H -4.79565 5.48737 0.06702
H -5.20924 5.61360 -1.64785
H -0.88000 0.61315 0.89305
Au 1.51620 -0.16222 0.77434
C -1.90212 0.71438 0.56230
Si -2.40647 -0.08470 2.20249
H -2.12536 1.75834 0.30976
H -2.05372 0.17734 -0.36608
C -2.35177 1.44175 3.28571
C -1.40228 -1.41085 3.10631
C -3.95410 -0.85808 1.53070
C 2.97428 -0.52403 -0.63290
Si 2.37112 -1.46113 -2.15230
H 3.71502 -1.09523 -0.03241
H 3.40160 0.48114 -0.81194
C 3.26376 -0.54852 -3.51459
C 0.53979 -1.50908 -2.49976
C 2.97774 -3.22175 -1.99618
H -4.15859 -0.40570 0.54620
H -4.75773 -0.62410 2.23852
H -3.81247 -1.94259 1.39919
H -1.34445 1.65035 3.68222
H -3.03382 1.27985 4.13059
H -2.67254 2.31462 2.70023
H -0.33357 -1.21136 3.25198
H -1.44363 -2.39131 2.61587
H -1.82479 -1.54266 4.11899
H 0.30846 -1.03395 -3.46309
H -0.06216 -1.01066 -1.73158
H 0.19251 -2.54969 -2.55788
H 3.16002 -3.65684 -2.98659
H 2.27287 -3.86831 -1.46097
H 3.92075 -3.22750 -1.43840
H 3.44380 -1.22901 -4.35559
H 4.22443 -0.19242 -3.12349
H 2.69281 0.32066 -3.86364
C -0.15720 -6.34877 -0.49356
C -0.76771 -5.10428 -0.71585
C -0.32837 -3.98578 0.00709
C 0.74015 -4.10463 0.92669
C 1.28543 -5.37909 1.20247
C 0.83692 -6.49120 0.48197
N 1.21550 -2.90009 1.49256
N 2.17712 -3.03545 2.33856
C 2.55537 -1.89504 3.02809
C 3.43330 -2.10404 4.14273
C 3.85431 -1.02760 4.92655
C 3.39260 0.26423 4.60981
C 2.53843 0.47117 3.50594
C 2.17415 -0.58535 2.67518
H -0.49463 -7.20331 -1.08853
H -1.57563 -4.98160 -1.42759
H -0.76020 -2.99979 -0.11323
H 2.05961 -5.47154 1.96345
H 1.26306 -7.47615 0.67673
H 3.77572 -3.11311 4.34977
H 4.54440 -1.16323 5.75883
H 3.71252 1.13055 5.19672
H 2.18356 1.48140 3.25487
*
```

This record from the Open Molecules 2025 dataset describes a 2-piece molecular cluster, C28H52BF4N4O6 overall at a distorted geometry. The level of theory is the ωB97M-V functional and the def2-TZVPD basis.

Output
E_LUMO	-2.948	eV
orbital gap	6.88	eV

```
! wB97M-V def2-TZVPD RIJCOSX def2/J DEFGRID3
* xyz 1 1
C -1.95113 0.76454 -3.16092
C -1.42639 0.83758 -2.06961
C -0.56281 1.38395 -0.87333
C 0.12897 -0.02523 -0.46757
C 0.59791 -0.95199 -1.63981
C -0.32991 -2.24424 -1.86339
C -0.41515 -3.14426 -0.56138
C -1.97116 -3.29859 -0.20787
O -2.43589 -2.23451 0.64306
C -3.80542 -1.89980 0.36815
C 0.47565 2.50017 -1.31775
C 1.37795 2.17115 -2.58142
O 0.70464 2.19914 -3.83897
C 0.45901 3.53953 -4.30986
O -0.87773 3.60150 -4.78961
C -1.01520 3.02794 -6.09145
C -2.44755 3.49611 -6.63059
O -3.49397 3.03409 -5.73666
N 1.36551 3.01963 -0.26185
O 2.33875 2.14616 0.16210
C 3.60454 2.53585 -0.18026
N 4.59498 2.99875 -0.53467
C 0.55904 3.57241 0.88084
C 1.44271 4.19690 2.01640
F 2.47750 4.89993 1.38801
F 2.06913 3.27318 2.82729
F 0.78875 5.18169 2.74336
C -0.39069 2.38867 1.34263
B -1.10629 2.60901 2.81209
C -1.07296 1.46762 3.97115
O -1.78933 3.79797 3.13695
N -1.36807 1.94418 0.26157
C -2.39254 2.99683 0.11374
C -3.23431 3.27294 -1.17988
C -4.38824 2.18882 -1.47900
F -2.52432 3.66824 -2.33235
H -2.30301 0.31729 -4.11834
H -0.70258 -0.58156 0.08697
H 0.96723 0.08376 0.26676
H 1.59286 -1.40556 -1.31580
H 0.80806 -0.49623 -2.63992
H 0.22309 -2.85311 -2.64702
H -1.31967 -1.94100 -2.29629
H -0.01557 -4.19162 -0.71601
H 0.08209 -2.66854 0.34157
H -2.55311 -3.26249 -1.18649
H -2.19507 -4.30788 0.24385
H -4.07344 -0.96022 0.93792
H -4.01656 -1.72503 -0.73078
H -4.46656 -2.71873 0.77797
H -0.15117 3.39996 -1.63182
H 2.13927 3.02139 -2.62529
H 2.02190 1.24959 -2.43655
H 0.62583 4.29435 -3.49528
H 1.13234 3.69619 -5.21378
H -1.04137 1.89136 -6.09312
H -0.23197 3.36527 -6.82942
H -2.65167 3.10983 -7.67332
H -2.44407 4.62894 -6.59802
H -3.53766 2.06058 -5.83167
H 0.01388 4.44995 0.40948
H 0.32958 1.55538 1.62619
H -2.08015 0.98000 4.11198
H -0.30057 0.67769 3.73573
H -0.77333 1.92850 4.95498
H -1.84001 3.83660 4.11329
H -1.81808 1.11453 0.69904
H -3.23474 2.73320 0.84023
H -2.10361 4.03903 0.46339
H -3.85777 4.19273 -0.92299
H -5.40825 2.60641 -1.21339
H -4.17425 1.30297 -0.82058
H -4.44460 1.93208 -2.57449
C 2.03129 -2.47324 3.28138
C 2.27158 -3.79077 4.00688
N 2.38043 -4.93277 3.11266
C 2.30417 -6.21711 3.80039
C 3.41641 -6.56014 4.79209
C 3.39701 -4.83943 2.07324
C 4.84405 -4.60530 2.50919
H 1.16363 -2.54099 2.61903
H 1.83753 -1.67909 4.00736
H 2.89872 -2.16905 2.69055
H 1.41680 -3.94798 4.67353
H 3.15348 -3.68769 4.65207
H 2.23063 -7.02038 3.06039
H 1.35044 -6.25176 4.34124
H 4.34473 -6.82107 4.28365
H 3.12339 -7.43228 5.38325
H 3.61506 -5.74671 5.49245
H 3.11636 -4.02733 1.39299
H 3.35912 -5.73666 1.44784
H 4.93562 -3.81799 3.26048
H 5.44205 -4.29720 1.64718
H 5.30279 -5.51283 2.90177
*
```